# 1
This record from the Open Molecules 2025 dataset describes 2 unconnected molecules or ions with the total composition C4H6N2O. The level of theory is wB97M-V/def2-TZVPD.

Spin multiplicity = 1
Net charge = 0
Orbital gap (alpha / beta) = 7.73 / 7.74 eV
LUMO (alpha / beta) = -0.18 / -0.18 eV
Highest occupied orbital energy (alpha / beta) = -7.9 / -7.9 eV

CARTESIAN COORDINATES (ANGSTROEM)
C (-0.253, 1.209, -0.722)
C (-0.755, -1.578, -0.183)
C (1.406, 0.335, 0.856)
C (0.052, 0.468, 0.452)
N (-1.377, 1.820, -0.823)
N (-0.041, -2.372, 0.355)
O (2.308, 0.278, 0.064)
H (0.564, 1.435, -1.308)
H (-1.527, -1.158, -0.732)
H (1.560, 0.123, 1.942)
H (-0.751, 0.430, 1.288)
H (-1.416, 2.311, -1.620)
H (0.228, -3.300, 0.433)

# 2
This record from the Open Molecules 2025 dataset describes a single C4H6N2O molecule. The level of theory is wB97M-V/def2-TZVPD.

Spin multiplicity = 1
Net charge = 0
Orbital gap (alpha / beta) = 7.71 / 7.73 eV
LUMO (alpha / beta) = -0.28 / 0.02 eV
Highest occupied orbital energy (alpha / beta) = -8.0 / -7.7 eV

CARTESIAN COORDINATES (ANGSTROEM)
C (-2.781, -0.267, 0.067)
C (0.405, -1.462, 0.013)
C (0.030, -0.056, -0.197)
C (0.477, 1.357, 0.019)
N (-1.025, -1.805, 0.001)
N (-1.335, -0.508, -0.038)
O (-3.296, 0.784, -0.170)
H (-3.292, -1.285, 0.050)
H (1.090, -2.063, -0.756)
H (0.709, -1.920, 0.988)
H (0.499, 1.997, -0.895)
H (1.575, 1.208, 0.443)
H (-0.376, 1.924, 0.569)

# 3
This record from the Open Molecules 2025 dataset describes a single C4H6N2O molecule. The level of theory is wB97M-V/def2-TZVPD.

Spin multiplicity = 1
Net charge = 0
Orbital gap = 8.17 eV
LUMO = 0.76 eV
Highest occupied orbital energy = -7.4 eV

CARTESIAN COORDINATES (ANGSTROEM)
N (-2.296, -0.432, 0.251)
C (-0.951, -0.080, 0.063)
C (-0.356, 1.137, 0.036)
C (1.073, 0.934, -0.097)
C (1.247, -0.397, -0.235)
O (2.303, -1.204, -0.488)
N (0.037, -1.099, -0.023)
H (-2.669, -1.029, -0.481)
H (-2.872, 0.399, 0.325)
H (-0.854, 2.096, 0.097)
H (1.835, 1.697, -0.111)
H (3.113, -0.732, -0.271)
H (0.390, -1.289, 0.934)

# 4
This record from the Open Molecules 2025 dataset describes 2 unconnected molecules or ions with the total composition C4H6N2O. The level of theory is wB97M-V/def2-TZVPD.

Spin multiplicity = 1
Net charge = 0
Orbital gap = 9.74 eV
LUMO = 0.71 eV
Highest occupied orbital energy = -9.0 eV

CARTESIAN COORDINATES (ANGSTROEM)
C (1.101, -1.089, 0.513)
C (0.582, 0.138, 0.515)
N (1.090, 1.262, -0.227)
C (1.323, 1.178, -1.453)
H (1.914, -1.189, -0.162)
H (0.611, -2.075, 0.799)
H (-0.212, 0.266, 1.244)
H (1.031, 0.238, -2.146)
H (1.882, 1.884, -2.149)
N (-2.360, 0.246, 1.343)
C (-2.273, -0.223, 0.273)
O (-2.122, -0.443, -0.841)
H (-2.566, -0.192, 2.291)

# 5
This record from the Open Molecules 2025 dataset describes a single C4H6N2O molecule. The level of theory is wB97M-V/def2-TZVPD.

Spin multiplicity = 1
Net charge = 0
Orbital gap = 8.83 eV
LUMO = 0.69 eV
Highest occupied orbital energy = -8.1 eV

CARTESIAN COORDINATES (ANGSTROEM)
C (2.168, -0.205, 0.110)
C (0.711, -0.085, -0.199)
N (0.112, -0.627, -1.226)
C (-1.238, -0.385, -1.058)
C (-1.440, 0.294, 0.106)
O (-2.533, 0.748, 0.773)
N (-0.197, 0.492, 0.656)
H (2.711, -0.379, -0.821)
H (2.351, -1.062, 0.770)
H (2.576, 0.687, 0.598)
H (-1.971, -0.709, -1.784)
H (-3.240, 0.102, 0.658)
H (-0.008, 1.127, 1.415)

# 6
This record from the Open Molecules 2025 dataset describes a single C4H6N2O molecule. The level of theory is wB97M-V/def2-TZVPD.

Spin multiplicity = 1
Net charge = 0
Orbital gap (alpha / beta) = 7.26 / 7.18 eV
LUMO (alpha / beta) = 0.58 / 0.55 eV
Highest occupied orbital energy (alpha / beta) = -6.7 / -6.6 eV

CARTESIAN COORDINATES (ANGSTROEM)
N (1.903, 0.994, 0.522)
C (0.844, 0.339, 0.193)
C (-0.358, 0.732, -0.475)
O (-0.764, 1.956, -0.932)
N (-1.208, -0.331, -0.495)
C (-0.742, -1.450, 0.031)
C (0.648, -1.151, 0.501)
H (1.819, 1.954, 0.179)
H (0.791, -1.365, 1.565)
H (-0.918, 2.538, -0.172)
H (-2.129, -0.243, -0.910)
H (-1.293, -2.375, 0.006)
H (1.393, -1.738, -0.051)

# 7
This record from the Open Molecules 2025 dataset describes a molecular structure, C4H6N2O. The level of theory is wB97M-V/def2-TZVPD.

Spin multiplicity = 1
Net charge = 0
Orbital gap = 9.73 eV
LUMO = 0.04 eV
Highest occupied orbital energy = -9.7 eV

CARTESIAN COORDINATES (ANGSTROEM)
C (1.365, -0.534, -0.547)
C (0.595, 0.635, 0.781)
O (-0.362, 1.466, 0.175)
C (-1.079, 0.572, -0.554)
N (-0.511, 0.227, -1.621)
C (-2.102, -0.153, 0.196)
N (-2.933, -0.734, 0.757)
H (1.148, -1.064, -1.537)
H (2.246, 0.034, -0.794)
H (1.487, -1.372, 0.119)
H (1.246, 1.314, 1.386)
H (0.114, -0.096, 1.448)
H (-0.846, -0.616, -2.067)

# 8
This record from the Open Molecules 2025 dataset describes a single C4H6N2O molecule. The level of theory is wB97M-V/def2-TZVPD.

Spin multiplicity = 1
Net charge = 0
Orbital gap = 11.40 eV
LUMO = 0.47 eV
Highest occupied orbital energy = -10.9 eV

CARTESIAN COORDINATES (ANGSTROEM)
H (2.823, -1.231, 0.200)
N (1.808, -1.159, 0.163)
C (1.445, 0.046, 0.263)
C (2.349, 1.182, 0.236)
N (3.008, 1.956, -0.315)
O (0.198, 0.494, 0.183)
C (-0.810, -0.504, -0.014)
C (-2.123, 0.232, -0.143)
H (-0.564, -1.097, -0.903)
H (-0.775, -1.164, 0.854)
H (-2.126, 0.866, -1.035)
H (-2.942, -0.488, -0.219)
H (-2.293, 0.866, 0.732)

# 9
This record from the Open Molecules 2025 dataset describes a single C4H6N2O molecule. The level of theory is wB97M-V/def2-TZVPD.

Spin multiplicity = 1
Net charge = 0
Orbital gap (alpha / beta) = 9.16 / 7.50 eV
LUMO (alpha / beta) = -0.01 / -0.48 eV
Highest occupied orbital energy (alpha / beta) = -9.2 / -8.0 eV

CARTESIAN COORDINATES (ANGSTROEM)
N (-2.294, 0.626, -0.912)
C (-2.208, 0.122, 0.235)
O (-1.003, -0.267, 0.773)
C (0.106, -0.183, 0.020)
C (1.389, -0.162, 0.739)
C (2.301, -0.133, -0.491)
N (3.316, 0.407, -0.816)
H (-3.260, 0.836, -1.144)
H (-2.995, -0.096, 0.958)
H (-0.031, 0.269, -0.953)
H (1.565, -0.878, -1.116)
H (1.447, 0.594, 1.544)
H (1.668, -1.135, 1.163)

# 10
This record from the Open Molecules 2025 dataset describes 2 unconnected molecules or ions with the total composition C4H6N2O. The level of theory is wB97M-V/def2-TZVPD.

Spin multiplicity = 1
Net charge = 0
Orbital gap = 8.26 eV
LUMO = -0.66 eV
Highest occupied orbital energy = -8.9 eV

CARTESIAN COORDINATES (ANGSTROEM)
C (2.236, -0.050, -0.242)
C (1.168, -0.849, -0.760)
N (0.437, -1.589, -1.266)
C (-0.979, 0.481, -0.817)
C (-1.493, 0.466, 0.494)
O (-2.783, 0.564, 0.883)
N (-0.492, 0.308, 1.284)
H (3.180, -0.571, -0.318)
H (1.977, 0.129, 0.789)
H (2.370, 0.881, -0.775)
H (-1.480, -0.182, -1.523)
H (-3.360, 0.553, 0.103)
H (-0.782, -0.140, 2.148)

# 11
This record from the Open Molecules 2025 dataset describes a molecular structure, C4H6N2O. The level of theory is wB97M-V/def2-TZVPD.

Spin multiplicity = 1
Net charge = 0
Orbital gap = 8.59 eV
LUMO = 0.77 eV
Highest occupied orbital energy = -7.8 eV

CARTESIAN COORDINATES (ANGSTROEM)
N (-2.176, -0.451, 0.160)
C (-0.831, -0.044, 0.090)
C (-0.218, 1.178, 0.013)
C (1.257, 1.051, -0.154)
C (1.376, -0.352, -0.028)
O (2.477, -1.117, 0.115)
N (0.187, -0.978, 0.071)
H (-2.730, 0.062, -0.518)
H (-2.538, -0.224, 1.079)
H (-0.693, 2.150, 0.050)
H (0.554, 1.195, -1.161)
H (3.225, -0.514, 0.233)
H (0.036, -1.977, 0.020)

# 12
This record from the Open Molecules 2025 dataset describes a single C4H6N2O molecule. The level of theory is wB97M-V/def2-TZVPD.

Spin multiplicity = 1
Net charge = 0
Orbital gap = 9.86 eV
LUMO = 0.65 eV
Highest occupied orbital energy = -9.2 eV

CARTESIAN COORDINATES (ANGSTROEM)
H (2.280, 2.283, 0.446)
N (1.464, 1.683, 0.334)
C (1.524, 1.073, -0.769)
O (2.523, 1.189, -1.666)
N (0.513, 0.185, -1.240)
C (-0.438, -0.072, -0.493)
C (-1.478, -0.361, 0.238)
C (-1.570, -1.542, 1.169)
H (2.294, 0.640, -2.430)
H (-2.306, 0.342, 0.185)
H (-1.508, -1.221, 2.215)
H (-0.766, -2.259, 0.984)
H (-2.526, -2.058, 1.033)

Maximum force values, unit eV/A, following the record order: 5.134; 3.177; 1.809; 6.070; 0.368; 0.315; 2.039; 1.730; 2.826; 1.777; 1.620; 0.519.
Energy relative to the best compared isomer or geometry (same formula, charge and spin) values, unit kcal per mole, following the record order: 125.9; 130.9; 43.0; 73.7; 14.0; 67.3; 119.3; 39.2; 123.9; 123.1; 92.1; 45.2.
Calculated total energy values, unit eV, following the record order: -9268.0410; -9267.8273; -9271.6358; -9270.3043; -9272.8941; -9270.5853; -9268.3279; -9271.8025; -9268.1275; -9268.1652; -9269.5059; -9271.5432.